w:
Formula: C5H9N
Source: the Open Molecules 2025 dataset
Level of theory: wB97M-V/def2-TZVPD

Last columns: bonded neighbours and bond lengths (Å).
CARTESIAN COORDINATES (ANGSTROEM)
1 C -1.7401 -1.3872 1.7571  N2 1.475, H7 1.093, H8 1.083, H9 1.095
2 N -1.0392 -0.1491 1.3683  C1 1.475, C3 1.433, H10 1.016
3 C -0.1448 -0.2669 0.2556  N2 1.433, C4 1.403, H11 1.100
4 C 0.4228 0.8917 -0.2958  C3 1.403, C5 1.450, H12 1.129
5 C 1.6941 1.0701 -0.9703  C4 1.450, C6 1.346, H13 1.111
6 C 2.0284 0.6790 -2.2140  C5 1.346, H14 1.086, H15 1.083
7 H -2.6900 -1.4182 1.2179  C1 1.093
8 H -1.0537 -2.1036 1.3216  C1 1.083
9 H -2.0073 -1.4752 2.8159  C1 1.095
10 H -1.5177 0.7469 1.3739  N2 1.016
11 H -0.2063 -1.1726 -0.3657  C3 1.100
12 H -0.3665 1.6990 -0.3142  C4 1.129
13 H 2.4271 1.7517 -0.4880  C5 1.111
14 H 2.8824 1.0915 -2.7442  C6 1.086
15 H 1.3109 0.0429 -2.7181  C6 1.083

Results
Net charge   -1
2S+1   2
HOMO energy (alpha / beta)   0.029 / -0.057 hartree
⟨S²⟩   0.76

Mulliken population analysis, charges in e, atoms 1 to 5: number 1, C, carries -0.69; number 2, N, carries -0.26; number 3, C, carries -0.40; number 4, C, carries -0.81; number 5, C, carries -0.18



x:
Formula: C5H9N
Source: the Open Molecules 2025 dataset
Level of theory: wB97M-V/def2-TZVPD

Last columns: bonded neighbours and bond lengths (Å).
CARTESIAN COORDINATES (ANGSTROEM)
1 C 1.5079 0.0438 -0.6802  C4 1.543, H7 1.107, H8 1.093, H9 1.090
2 N -1.7931 -1.2710 -0.9882  C3 1.463, H11 1.021
3 C -0.8241 -1.0812 0.0918  N2 1.463, C4 1.516, H10 1.130, H12 1.085
4 C 0.1689 0.0646 0.0853  C1 1.543, C3 1.516, C5 1.490, C6 1.569
5 C 0.3572 0.3946 1.5265  C4 1.490, C6 1.582, H13 1.074
6 C -0.5000 1.3759 0.6287  C4 1.569, C5 1.582, H14 1.107, H15 1.101
7 H 1.3655 -0.2871 -1.7266  C1 1.107
8 H 1.8824 1.0698 -0.6302  C1 1.093
9 H 2.1949 -0.6159 -0.1505  C1 1.090
10 H -0.5607 -2.0796 -0.3676  C3 1.130
11 H -1.4706 -0.8204 -1.8458  N2 1.021
12 H -1.2250 -1.2424 1.0866  C3 1.085
13 H 0.5325 0.9064 2.4538  C5 1.074
14 H -1.5635 1.2609 0.3448  C6 1.107
15 H -0.0723 2.2816 0.1715  C6 1.101

Results
Net charge   -1
2S+1   2
HOMO energy (alpha / beta)   -0.044 / -0.019 hartree
⟨S²⟩   0.76

Mulliken population analysis, charges in e, atoms 1 to 5: number 1, C, carries -1.25; number 2, N, carries -0.76; number 3, C, carries -0.71; number 4, C, carries 0.89; number 5, C, carries -1.10



Taking the most stable structure as the zero point, the relative energies in kcal/mol are w 0.0; x 59.7.



w:
Formula: C3H14NO2
Source: the Open Molecules 2025 dataset
Level of theory: wB97M-V/def2-TZVPD

Last columns: bonded neighbours and bond lengths (Å).
CARTESIAN COORDINATES (ANGSTROEM)
1 C 0.5093 -1.0332 -1.1338  C2 1.532, H5 1.093, H6 1.087, H7 1.094
2 C 1.0733 -0.8998 0.2848  C1 1.532, N3 1.499, H8 1.093, H9 1.095
3 N 1.5032 0.5072 0.5696  C2 1.499, C4 1.499, H10 1.016, H11 1.032
4 C 1.7058 0.7588 2.0329  N3 1.499, H12 1.090, H13 1.094, H14 1.082
5 H -0.4890 -0.6105 -1.2758  C1 1.093
6 H 0.4871 -2.0839 -1.4107  C1 1.087
7 H 1.1648 -0.5183 -1.8418  C1 1.094
8 H 1.9623 -1.5246 0.4009  C2 1.093
9 H 0.3989 -1.1959 1.0952  C2 1.095
10 H 2.2479 0.7772 -0.0671  N3 1.016
11 H 0.6584 1.0501 0.3305  N3 1.032
12 H 0.8123 0.4963 2.5998  C4 1.090
13 H 2.3220 -0.1065 2.2949  C4 1.094
14 H 2.1143 1.7319 2.2719  C4 1.082
15 H -1.5246 0.4226 1.7782  O17 0.976
16 H -2.5420 1.1787 0.8982  O17 0.965
17 O -1.6015 1.1297 1.1099  H15 0.976, H16 0.965
18 H -3.7542 -0.7320 -3.6990  O20 0.948
19 H -3.6065 0.7873 -3.2063  O20 0.953
20 O -3.4419 -0.1352 -3.0323  H18 0.948, H19 0.953

Results
Net charge   +1
HOMO energy   -0.516 hartree

Mulliken population analysis, charges in e, atoms 1 to 5: number 1, C, carries -1.26; number 2, C, carries -0.40; number 3, N, carries -0.19; number 4, C, carries -0.75; number 5, H, carries 0.39



x:
Formula: C3H14NO2
Source: the Open Molecules 2025 dataset
Level of theory: wB97M-V/def2-TZVPD

Last columns: bonded neighbours and bond lengths (Å).
CARTESIAN COORDINATES (ANGSTROEM)
1 C 0.9855 -1.6978 1.5316  C2 1.525, H5 1.089, H6 1.101, H7 1.096
2 C 0.0559 -1.8025 0.3273  C1 1.525, N3 1.517, H8 1.093, H9 1.099
3 N 0.3857 -0.7120 -0.6742  C2 1.517, C4 1.506, H10 1.045, H11 1.017
4 C -0.7496 -0.3829 -1.6072  N3 1.506, H12 1.087, H13 1.088, H14 1.089
5 H 2.0138 -2.0001 1.3414  C1 1.089
6 H 0.6400 -2.3364 2.3589  C1 1.101
7 H 0.9021 -0.6730 1.9098  C1 1.096
8 H -1.0163 -1.9806 0.4443  C2 1.093
9 H 0.2834 -2.7434 -0.1929  C2 1.099
10 H 0.4590 0.2416 -0.2527  N3 1.045
11 H 1.2685 -1.0210 -1.0722  N3 1.017
12 H -1.5079 0.0069 -0.9333  C4 1.087
13 H -0.3925 0.3173 -2.3590  C4 1.088
14 H -1.1714 -1.2411 -2.1276  C4 1.089
15 H 1.0749 1.9839 1.7647  O17 0.977
16 H 0.1098 2.0472 0.6923  O17 0.974
17 O 0.8808 1.5036 0.9365  H15 0.977, H16 0.974
18 H -1.1474 4.1089 -1.0762  O20 0.970
19 H -1.9951 3.1294 -0.3854  O20 0.955
20 O -1.0792 3.2520 -0.6261  H18 0.970, H19 0.955

Results
Net charge   +1
HOMO energy   -0.571 hartree

Mulliken population analysis, charges in e, atoms 1 to 5: number 1, C, carries -1.03; number 2, C, carries -0.50; number 3, N, carries 0.02; number 4, C, carries -0.90; number 5, H, carries 0.35



y:
Formula: C3H14NO2
Source: the Open Molecules 2025 dataset
Level of theory: wB97M-V/def2-TZVPD

Last columns: bonded neighbours and bond lengths (Å).
CARTESIAN COORDINATES (ANGSTROEM)
1 C -1.0907 1.2860 -0.5562  C2 1.521, H5 1.085, H6 1.085, H7 1.091
2 C 0.3496 1.2676 -0.0686  C1 1.521, N3 1.510, H8 1.080, H9 1.084
3 N 0.4275 0.6616 1.3127  C2 1.510, C4 1.476, H10 1.026, H11 1.030
4 C 1.3825 1.3274 2.2206  N3 1.476, H12 1.089, H13 1.081, H14 1.094
5 H -1.5661 0.4128 -0.1216  C1 1.085
6 H -1.1620 1.1609 -1.6319  C1 1.085
7 H -1.6330 2.1979 -0.3017  C1 1.091
8 H 0.8483 2.2247 -0.0420  C2 1.080
9 H 0.9427 0.6276 -0.7124  C2 1.084
10 H -0.5102 0.5962 1.7236  N3 1.026
11 H 0.7083 -0.3186 1.1657  N3 1.030
12 H 2.3853 1.2599 1.8015  C4 1.089
13 H 1.0518 2.3436 2.3806  C4 1.081
14 H 1.3844 0.8250 3.1927  C4 1.094
15 H 0.7344 -2.5571 -0.5931  O17 0.966
16 H 1.0811 -2.4394 0.8684  O17 0.967
17 O 0.9447 -1.8969 0.0801  H15 0.966, H16 0.967
18 H -2.2451 -3.2834 -4.2694  O20 0.968
19 H -2.0305 -3.1058 -2.8107  O20 0.975
20 O -2.0032 -2.5902 -3.6381  H18 0.968, H19 0.975

Results
Net charge   +1
HOMO energy   -0.516 hartree

Mulliken population analysis, charges in e, atoms 1 to 5: number 1, C, carries -1.22; number 2, C, carries -0.11; number 3, N, carries -0.10; number 4, C, carries -0.95; number 5, H, carries 0.36



Taking the most stable structure as the zero point, the relative energies in kcal/mol are w 5.2; x 2.3; y 0.0.



w:
Formula: C15H18O2
Source: the Open Molecules 2025 dataset
Level of theory: wB97M-V/def2-TZVPD

Last columns: bonded neighbours and bond lengths (Å).
CARTESIAN COORDINATES (ANGSTROEM)
1 C -1.1655 -1.6187 -1.6891  C5 1.496, H13 1.042, H14 1.122, H16 1.066
2 C 2.2531 -0.2544 -1.7197  C3 1.375, C4 1.345, H9 1.123
3 C 2.0770 0.9484 -2.3622  C2 1.375, C6 1.398, O8 1.334
4 C 1.2106 -1.1031 -1.6631  C2 1.345, C5 1.460, H10 1.154
5 C -0.1074 -0.6373 -2.0829  C1 1.496, C4 1.460, C7 1.417
6 C 0.8399 1.3058 -2.9077  C3 1.398, C7 1.376, H11 1.062
7 C -0.3352 0.6262 -2.6835  C5 1.417, C6 1.376, H15 1.035
8 O 3.1989 1.6105 -2.6493  C3 1.334, H12 0.946
9 H 3.1319 -0.7716 -1.2485  C2 1.123
10 H 1.3608 -2.2236 -1.4307  C4 1.154
11 H 0.9368 2.1021 -3.6034  C6 1.062
12 H 3.5798 2.2252 -2.0393  O8 0.946
13 H -2.1394 -1.3157 -1.4769  C1 1.042
14 H -0.7908 -2.1798 -0.7931  C1 1.122
15 H -1.1702 1.1332 -3.0253  C7 1.035
16 H -1.3880 -2.3120 -2.4678  C1 1.066
17 C -1.6320 -1.2647 2.5994  C18 1.483, C19 1.544, H26 1.237, H27 1.117
18 C -0.8034 -2.3596 3.1596  C17 1.483, H28 1.050, H34 1.172, H35 1.245
19 C -1.0314 0.0717 2.1125  C17 1.544, C20 1.393, C21 1.370
20 C 0.1965 0.5668 2.5465  C19 1.393, C22 1.415, H29 1.111
21 C -1.7837 0.6786 1.1422  C19 1.370, C23 1.422, H30 1.049
22 C 0.7838 1.5685 1.7380  C20 1.415, C24 1.440, H31 1.096
23 C -1.1530 1.7379 0.4326  C21 1.422, C24 1.373, H32 1.062
24 C 0.1040 2.2410 0.6610  C22 1.440, C23 1.373, O25 1.323
25 O 0.8036 3.0770 -0.0887  C24 1.323, H33 0.979
26 H -2.0971 -1.8411 1.6087  C17 1.237
27 H -2.7065 -1.2498 2.9031  C17 1.117
28 H -0.5373 -3.0246 2.3916  C18 1.050
29 H 0.7443 0.1480 3.4170  C20 1.111
30 H -2.6469 0.2069 0.7792  C21 1.049
31 H 1.7609 2.0651 1.7162  C22 1.096
32 H -1.7970 2.1614 -0.2978  C23 1.062
33 H 1.3641 2.7748 -0.8319  O25 0.979
34 H -1.2861 -2.9724 4.0339  C18 1.172
35 H 0.2249 -2.1207 3.8194  C18 1.245

Results
Net charge   0
SMILES   CCc1ccc(O)cc1.Cc1ccc(O)cc1
HOMO energy   -0.307 hartree

Mulliken population analysis, charges in e, atoms 1 to 5: number 1, C, carries -1.63; number 2, C, carries -0.19; number 3, C, carries -0.16; number 4, C, carries -0.74; number 5, C, carries 1.03



x:
Formula: C15H18O2
Source: the Open Molecules 2025 dataset
Level of theory: wB97M-V/def2-TZVPD

Last columns: bonded neighbours and bond lengths (Å).
CARTESIAN COORDINATES (ANGSTROEM)
1 C 1.5377 2.1239 -3.8464  C3 1.526, H11 1.109, H12 1.088, H16 1.081
2 C 2.4622 1.9093 -1.4575  C3 1.405, C4 1.389, H9 1.090
3 C 1.3884 1.8154 -2.3590  C1 1.526, C2 1.405, C5 1.379
4 C 2.3755 1.9048 -0.0716  C2 1.389, C6 1.414, H10 1.076
5 C 0.1862 1.4833 -1.7710  C3 1.379, C7 1.398, H13 1.112
6 C 1.1045 1.4750 0.3758  C4 1.414, C7 1.362, O8 1.378
7 C 0.0466 1.1522 -0.4195  C5 1.398, C6 1.362, H14 1.090
8 O 1.0356 1.4847 1.7517  C6 1.378, H15 0.963
9 H 3.4446 2.1072 -1.8875  C2 1.090
10 H 3.1624 2.1985 0.6005  C4 1.076
11 H 0.7880 2.8961 -4.1157  C1 1.109
12 H 1.1013 1.2575 -4.3386  C1 1.088
13 H -0.6400 1.4820 -2.5157  C5 1.112
14 H -0.8493 0.6474 -0.0578  C7 1.090
15 H 0.2108 1.1620 2.1307  O8 0.963
16 H 2.5186 2.3959 -4.2108  C1 1.081
17 C -2.6306 -1.1761 2.4050  C18 1.520, C19 1.523, H26 1.085, H27 1.101
18 C -2.5249 0.2549 2.9058  C17 1.520, H28 1.084, H34 1.096, H35 1.094
19 C -1.4579 -1.6237 1.5427  C17 1.523, C20 1.402, C21 1.387
20 C -1.6987 -2.0989 0.2462  C19 1.402, C22 1.384, H29 1.100
21 C -0.1134 -1.5116 1.8641  C19 1.387, C23 1.380, H30 1.110
22 C -0.7345 -2.6054 -0.6070  C20 1.384, C24 1.402, H31 1.088
23 C 0.8822 -1.7497 0.9387  C21 1.380, C24 1.399, H32 1.105
24 C 0.6066 -2.3370 -0.3004  C22 1.402, C23 1.399, O25 1.360
25 O 1.5583 -2.4028 -1.2693  C24 1.360, H33 0.960
26 H -2.6380 -1.8586 3.2481  C17 1.085
27 H -3.5231 -1.4351 1.8154  C17 1.101
28 H -1.5490 0.6962 2.7388  C18 1.084
29 H -2.7136 -2.1406 -0.1759  C20 1.100
30 H 0.2809 -0.9879 2.7604  C21 1.110
31 H -1.0923 -2.8238 -1.6112  C22 1.088
32 H 1.9833 -1.6678 0.9887  C23 1.105
33 H 1.3246 -3.1289 -1.8521  O25 0.960
34 H -2.5304 0.1611 3.9976  C18 1.096
35 H -3.3025 0.9405 2.5569  C18 1.094

Results
Net charge   0
SMILES   CCc1ccc(O)cc1.Cc1ccc(O)cc1
HOMO energy   -0.295 hartree

Mulliken population analysis, charges in e, atoms 1 to 5: number 1, C, carries -1.39; number 2, C, carries -0.45; number 3, C, carries 0.65; number 4, C, carries -0.95; number 5, C, carries -0.75



Taking the most stable structure as the zero point, the relative energies in kcal/mol are w 64.9; x 0.0.



w:
Formula: C4H11NO2
Source: the Open Molecules 2025 dataset
Level of theory: wB97M-V/def2-TZVPD

Last columns: bonded neighbours and bond lengths (Å).
CARTESIAN COORDINATES (ANGSTROEM)
1 C -2.5106 -0.8171 -1.0533  N2 1.447, O6 1.181, H7 1.101
2 N -1.2003 -1.2441 -0.6129  C1 1.447, C4 1.424, H8 1.025
3 C -0.5412 0.9082 0.3705  C4 1.535, H9 1.076, H10 1.093, H11 1.090
4 C -0.3115 -0.6080 0.3000  N2 1.424, C3 1.535, C5 1.584, H12 1.100
5 C 1.1488 -0.9689 -0.1950  C4 1.584, H13 1.073, H14 1.091, H15 1.084
6 O -2.7484 0.2463 -1.5090  C1 1.181
7 H -3.2494 -1.6184 -0.8953  C1 1.101
8 H -1.1450 -2.2671 -0.5773  N2 1.025
9 H -0.0390 1.3932 -0.4480  C3 1.076
10 H -0.1624 1.2659 1.3316  C3 1.093
11 H -1.6038 1.1093 0.5037  C3 1.090
12 H -0.3461 -1.0437 1.3096  C4 1.100
13 H 1.1141 -1.9028 -0.7219  C5 1.073
14 H 1.4080 -0.2289 -0.9530  C5 1.091
15 H 1.8912 -0.9006 0.5915  C5 1.084
16 H 2.1329 2.1719 0.4156  O18 0.963
17 H 3.1637 1.9981 1.4718  O18 0.963
18 O 2.9992 2.5069 0.6714  H16 0.963, H17 0.963

Results
Net charge   +1
2S+1   2
HOMO energy (alpha / beta)   -0.532 / -0.532 hartree
⟨S²⟩   0.76

Mulliken population analysis, charges in e, atoms 1 to 5: number 1, C, carries 0.01; number 2, N, carries 0.04; number 3, C, carries -1.51; number 4, C, carries 0.71; number 5, C, carries -1.25



x:
Formula: C4H11NO2
Source: the Open Molecules 2025 dataset
Level of theory: wB97M-V/def2-TZVPD

Last columns: bonded neighbours and bond lengths (Å).
CARTESIAN COORDINATES (ANGSTROEM)
1 C -1.2408 0.3240 -0.4076  C2 1.618, H7 1.140, H8 1.126, H9 1.127
2 C 0.1010 1.0219 0.1688  C1 1.618, N3 1.399, O6 1.265
3 N 1.1315 0.2118 0.6570  C2 1.399, C4 1.534, H10 1.012
4 C 0.9175 -1.2879 0.9001  N3 1.534, C5 1.521, H11 1.104, H12 1.170
5 C -0.1756 -1.3285 1.9570  C4 1.521, H13 1.206, H14 1.005, H15 1.165
6 O 0.2336 2.2687 0.3362  C2 1.265
7 H -1.7937 0.2464 0.5862  C1 1.140
8 H -1.8392 1.0460 -1.0301  C1 1.126
9 H -0.9389 -0.5629 -1.0346  C1 1.127
10 H 1.9945 0.6316 0.3371  N3 1.012
11 H 1.9303 -1.3732 1.3304  C4 1.104
12 H 0.7826 -2.1093 0.0778  C4 1.170
13 H 0.1307 -1.9605 2.9380  C5 1.206
14 H -1.0778 -1.6839 1.6934  C5 1.005
15 H -0.3584 -0.3174 2.5051  C5 1.165
16 H -0.2301 2.0090 -4.2725  O18 0.965
17 H 0.0258 1.3920 -2.9574  O18 0.915
18 O 0.4071 1.4721 -3.7851  H16 0.965, H17 0.915

Results
Net charge   +1
2S+1   2
HOMO energy (alpha / beta)   -0.541 / -0.541 hartree
⟨S²⟩   0.79

Mulliken population analysis, charges in e, atoms 1 to 5: number 1, C, carries -0.91; number 2, C, carries 0.48; number 3, N, carries -0.05; number 4, C, carries -0.17; number 5, C, carries -1.15



Taking the most stable structure as the zero point, the relative energies in kcal/mol are w 0.0; x 29.5.